Model i:
A 2-piece molecular cluster, C4H12NOS overall, computed with ωB97M-V/def2-TZVPD.

Each line ends with the natural charge from an NBO analysis.
Positions of all 19 atoms, in Å:
S (2.268, 1.001, 2.164)  -0.72
O (-3.621, -1.073, -1.795)  -0.98
N (-1.156, 0.020, -0.931)  -0.67
C (0.481, -0.699, 0.793)  -0.45
C (1.360, 0.532, 0.654)  -0.54
C (-0.527, 0.626, -2.096)  -0.41
C (-0.374, -1.108, -0.387)  -0.22
H (-0.202, -0.609, 1.653)  0.19
H (-1.167, 1.411, -2.496)  0.19
H (-1.077, -1.875, -0.063)  0.18
H (-3.044, -1.813, -2.025)  0.46
H (-3.000, -0.355, -1.566)  0.50
H (-1.228, 0.682, -0.166)  0.37
H (2.125, 0.313, -0.089)  0.17
H (-0.493, -0.147, -2.872)  0.18
H (0.200, -1.540, -1.207)  0.17
H (0.859, 1.424, 0.260)  0.16
H (1.183, -1.472, 1.138)  0.22
H (0.464, 1.042, -1.924)  0.19

Summary:
E_HOMO = -2.42 eV
Kohn-Sham gap = 5.831 eV
Charge = -1
Multiplicity = 1


Model ii:
A 2-piece molecular cluster, C4H12NOS overall, computed with ωB97M-V/def2-TZVPD.

Each line ends with the natural charge from an NBO analysis.
Positions of all 19 atoms, in Å:
S (-3.096, 0.414, 1.493)  -0.72
O (4.174, 0.193, -0.965)  -0.96
N (1.211, -0.837, -0.445)  -0.66
C (-1.750, 0.149, 0.282)  -0.53
C (-0.394, 0.625, 0.811)  -0.44
C (1.108, -1.247, -1.841)  -0.41
C (0.732, 0.567, -0.213)  -0.22
H (-2.012, 0.667, -0.644)  0.17
H (3.276, 0.229, -0.597)  0.49
H (1.787, -0.702, -2.481)  0.19
H (0.544, -1.395, 0.077)  0.36
H (-0.524, 1.647, 1.161)  0.21
H (-0.157, 0.067, 1.717)  0.20
H (0.367, 0.988, -1.157)  0.17
H (4.741, 0.108, -0.191)  0.46
H (1.573, 1.201, 0.113)  0.16
H (0.079, -1.177, -2.217)  0.17
H (-1.697, -0.933, 0.111)  0.17
H (1.325, -2.318, -1.903)  0.19

Summary:
E_HOMO = -2.40 eV
Kohn-Sham gap = 5.624 eV
Charge = -1
Multiplicity = 1


Least stable: model ii


Model i:
The molecule C5H11NO3S, computed with ωB97M-V/def2-TZVPD.

Each line ends with the natural charge from an NBO analysis.
Positions of all 21 atoms, in Å:
S (-1.351, 0.564, 0.252)  1.68
O (-1.153, 2.090, -0.461)  -0.91
O (0.204, 0.080, -1.839)  -0.57
O (1.271, 0.371, 0.234)  -0.53
N (-1.417, 0.206, 1.753)  -1.09
C (-2.963, -1.631, -0.310)  -0.64
C (0.225, 0.216, -0.651)  0.62
C (-2.600, -0.259, -0.805)  -0.55
C (3.594, 0.683, 0.853)  -0.64
C (2.645, 0.214, -0.315)  -0.06
H (2.930, 1.276, 1.521)  0.23
H (-2.027, -0.125, -1.729)  0.28
H (2.882, -0.815, -0.519)  0.19
H (4.484, 1.242, 0.616)  0.22
H (-0.657, 0.473, 2.335)  0.40
H (-2.962, -1.691, 0.745)  0.25
H (-4.064, -1.779, -0.553)  0.23
H (3.897, -0.084, 1.515)  0.21
H (-2.277, -2.336, -0.704)  0.22
H (-3.355, 0.488, -0.779)  0.25
H (2.694, 0.817, -1.160)  0.20

Summary:
E_HOMO = -9.34 eV
Kohn-Sham gap = 10.015 eV
Multiplicity = 1


Model ii:
A 2-piece molecular cluster, C5H11NO3S overall, computed with ωB97M-V/def2-TZVPD.

Each line ends with the natural charge from an NBO analysis.
Positions of all 21 atoms, in Å:
S (1.982, 0.072, -0.415)  2.24
O (1.643, -0.510, -1.672)  -0.91
O (2.733, 1.367, -0.230)  -0.92
O (3.132, -0.974, 0.252)  -0.78
N (-0.486, 2.341, -0.007)  -0.80
C (-0.762, 0.977, 0.225)  -0.03
C (-1.384, 0.043, -0.834)  -0.47
C (0.437, -0.002, 0.609)  -0.45
C (-0.209, -1.449, 0.547)  -0.42
C (-1.483, -1.422, -0.436)  -0.41
H (0.774, 0.246, 1.666)  0.23
H (-1.861, -2.403, -1.254)  0.27
H (-1.197, 0.985, 1.232)  0.20
H (-2.488, -1.327, 0.380)  0.19
H (0.527, -2.114, 0.159)  0.24
H (-1.312, 2.778, -0.127)  0.35
H (3.265, -0.140, 1.943)  0.44
H (-0.433, -1.686, 1.754)  0.22
H (-0.660, 0.001, -1.707)  0.23
H (-2.235, 0.673, -1.226)  0.21
H (0.015, 2.545, -0.860)  0.37

Summary:
E_HOMO = -9.95 eV
Kohn-Sham gap = 6.864 eV
Multiplicity = 1


Least stable: model ii